Record 1
Entry from OMol25: a 2-piece molecular cluster, C9H7I2NO3 overall in a non-equilibrium geometry (ωB97M-V with the def2-TZVPD basis set).

ORCA input file:
```
! RIJCOSX wB97M-V def2-TZVPD def2/J DEFGRID3
* xyz -2 1
I -11.6588 -0.3976 0.7120
I 3.8833 -1.8457 1.3843
O 2.3296 -1.3608 -2.8308
O 0.7877 -1.4093 1.6380
O 0.2660 -0.5596 -2.4181
N 0.7831 -0.9614 0.4265
C -1.1855 0.4209 0.7350
C 1.3444 -1.0968 -2.1195
C 2.5218 -2.8275 0.0374
C 0.2105 2.6481 0.0636
C -1.8146 1.6419 0.8216
C 1.3183 -1.5370 -0.5920
C 0.1301 0.3539 0.3996
C 0.8834 1.4549 -0.0091
C -1.1690 2.7575 0.4102
H 2.0320 -3.6243 0.6188
H -2.8492 1.7561 1.0365
H 0.7221 3.5567 -0.3312
H -1.8714 -0.4733 0.8744
H -1.6820 3.7465 0.2782
H 3.1767 -3.3560 -0.6680
H 1.8416 1.1127 -0.4673
*
```

Computed properties:
* ΔE to the lowest compared entry with this formula, charge and spin: 78.37 kJ/mol
* E: -33279.78980 eV
* gap between HOMO and LUMO: 5.698 eV



Record 2
Entry from OMol25: C4H9NO2 in the gas phase in a non-equilibrium geometry (ωB97M-V with the def2-TZVPD basis set).

ORCA input file:
```
! RIJCOSX wB97M-V def2-TZVPD def2/J DEFGRID3
* xyz 0 1
O 0.1795 -1.2316 2.7610
O 1.2531 0.9621 -1.2921
N -0.8182 0.0776 -1.2031
C -0.2569 -0.5061 1.5892
C 0.8786 -0.4731 0.5553
C -1.2776 1.0897 -2.1331
C 0.4557 0.2344 -0.7164
H -0.5726 0.4691 1.9653
H -1.5032 -0.1219 -0.4826
H 1.0788 -1.4844 0.1658
H -0.6990 0.9798 -3.0444
H 1.7529 -0.2239 1.1560
H -1.1052 -1.0992 1.2328
H 1.0008 -0.7938 3.0272
H -1.2829 2.1107 -1.7544
H -2.2780 0.8220 -2.4802
*
```

Computed properties:
* ΔE to the lowest compared entry with this formula, charge and spin: 141.79 kJ/mol
* E: -9878.59111 eV
* SMILES: CNC(=O)CCO
* gap between HOMO and LUMO: 10.392 eV



Record 3
Entry from OMol25: C20H55N5O5Rb as an isolated structure in a non-equilibrium geometry (ωB97M-V with the def2-TZVPD basis set).

ORCA input file:
```
! RIJCOSX wB97M-V def2-TZVPD def2/J DEFGRID3
* xyz 1 1
Rb -0.9726 -0.9531 -0.2872
O -1.6702 -0.0859 -2.8564
O 2.3690 4.0660 -1.1551
O 1.2387 -2.0500 5.9943
O 3.2252 -3.7823 0.2645
O -5.8986 2.7248 -0.8670
N 0.0088 -0.4201 2.8273
N 1.7318 -1.0754 -1.8936
N -1.6436 -3.0363 -1.9903
N 1.7407 0.7563 0.4888
N -3.6465 0.6642 -0.1622
C 2.4813 -2.5502 -0.0806
C 3.8255 -2.3479 -2.2663
C 3.3003 -4.0227 1.6205
C -4.5366 3.0763 -0.4932
C 0.3844 -1.1509 5.1833
C 0.8267 -1.2418 3.7427
C -1.2266 -2.4669 -3.2620
C 1.3189 2.8476 1.4879
C -2.3419 2.5863 0.6659
C -2.0994 -1.2546 -3.6976
C 2.7443 4.4883 -2.4236
C 2.4239 -2.3270 -1.6498
C 2.4542 2.6414 -0.9242
C -2.1059 1.2720 -3.2989
C -1.2001 -3.6156 -4.2407
C 1.4975 -1.7618 7.3069
C -6.3084 3.4877 -2.0614
C -3.7398 2.0565 0.3654
C 2.2777 -0.7557 3.5838
C 1.3704 2.1462 0.0878
H 3.7438 -4.9995 1.8137
H 0.6717 -1.3081 7.8550
H 1.8196 -2.6224 7.8932
H -4.0311 3.1363 -1.4571
H 2.5546 5.5402 -2.6368
H 4.4688 -1.5469 -1.9019
H 0.8826 -2.2704 3.3864
H -3.1682 -1.4105 -3.5510
H 4.0965 -3.3834 2.0018
H -4.5797 0.4151 -0.4575
H 1.1086 0.5337 1.2445
H 2.2859 -1.0108 7.3563
H 2.2790 0.3137 3.7947
H 0.4817 -0.1349 5.5661
H -4.5073 4.0827 -0.0757
H -3.1539 1.2943 -3.5977
H -0.5017 -4.4431 -4.1159
H -1.8102 2.8808 -0.2389
H -2.0778 1.8749 -2.3913
H 1.9382 -3.2147 -2.0549
H -0.6407 -1.5167 5.2425
H -1.7406 1.7738 1.0738
H 2.2563 2.9692 2.0306
H 2.6198 -1.0163 2.5823
H -3.5265 0.0970 0.6648
H -1.8397 -1.0544 -4.7371
H 0.3668 1.9283 -0.2774
H 2.4103 2.1223 -1.8817
H -2.6015 -3.2817 -2.1962
H 0.6676 2.4032 2.2404
H -0.8697 -0.8977 2.6850
H -0.2192 -2.0960 -3.0731
H 2.1591 -0.6537 -2.7058
H 1.4643 -2.5189 0.3103
H -2.2126 -4.0041 -4.3506
H -1.6635 1.6356 -4.2264
H -7.3899 3.3756 -2.1374
H 1.9890 -0.4942 -1.1086
H -6.1122 4.5582 -2.0026
H -0.3790 0.3670 3.3275
H -2.3911 3.4847 1.2812
H 2.1562 3.9694 -3.1805
H 3.8044 -2.3320 -3.3560
H 1.0091 3.8692 1.2678
H 2.8190 -1.3141 4.3475
H -1.0394 -3.8372 -1.8745
H 3.7806 4.1858 -2.5743
H 2.3918 -3.7896 2.1760
H -4.3086 2.0672 1.2951
H 3.4547 2.5284 -0.5067
H 2.9292 -1.6777 0.3951
H 4.3190 -3.3007 -2.0746
H 2.5781 0.8858 1.0385
H -5.8063 3.1585 -2.9711
H -0.7650 -3.2370 -5.1656
*
```

Computed properties:
* E: -39966.52927 eV
* gap between HOMO and LUMO: 9.352 eV



Record 4
Entry from OMol25: C21H23FN4O in the gas phase in a non-equilibrium geometry (ωB97M-V with the def2-TZVPD basis set).

ORCA input file:
```
! RIJCOSX wB97M-V def2-TZVPD def2/J DEFGRID3
* xyz 0 1
F -2.8887 -1.6007 -7.4620
O -2.8095 1.5020 2.1782
N 2.0739 0.7841 3.4953
N 2.5078 -0.2345 1.4034
N -0.8708 2.7117 2.2093
N 1.9739 -0.7719 0.1651
C -3.2650 -1.9871 -3.7494
C 4.9630 -0.7443 0.5924
C -3.5937 -1.7538 -6.2490
C -2.5951 -1.5905 -5.0873
C -1.4635 4.0156 2.3911
C -1.5661 1.5585 2.2879
C 1.5861 0.2172 2.3315
C -1.1628 -2.5458 -2.3326
C -0.8844 0.1794 2.4285
C -1.4595 -0.2579 -0.7717
C -0.1204 -2.1869 -1.4342
C 3.8938 -0.2412 1.5707
C -0.3642 -1.0653 -0.5736
C 0.6961 -0.5359 0.2997
C 0.4123 -0.0874 1.7490
C -2.4780 -0.5607 -1.7190
C 3.6117 1.3582 5.1334
C -0.9762 3.5468 1.0183
C 4.2675 0.2265 2.7984
C -2.2881 -1.6838 -2.5986
C 3.3219 0.7462 3.7581
H -3.2870 0.1740 -1.9478
H -2.5158 4.1882 2.5454
H 0.7364 -2.8877 -1.4088
H -4.0614 -2.7544 -6.3659
H 0.0747 3.8034 0.7094
H -0.8155 4.6630 3.0232
H 5.8425 -0.9677 1.2192
H -1.5576 -0.5711 2.1059
H 5.3068 0.2612 3.1256
H -0.6550 0.0348 3.4835
H -1.0650 -3.3296 -3.0120
H -1.8086 3.3033 0.3897
H 2.9340 2.1868 5.3149
H 5.2738 -0.1472 -0.2534
H -1.6657 -2.0655 -5.1566
H -3.4801 -3.1053 -3.7110
H 4.6768 1.6364 5.2004
H -1.5312 0.6300 -0.1797
H -2.3683 -0.5566 -5.1127
H 3.4660 0.6189 5.8317
H -4.2023 -1.4492 -3.6287
H -4.4240 -0.9777 -6.1852
H 4.6046 -1.6865 0.1801
*
```

Computed properties:
* ΔE to the lowest compared entry with this formula, charge and spin: 411.34 kJ/mol
* E: -32872.18609 eV
* SMILES: Cc1cc(C)n2nc(-c3ccc(CCCF)cc3)c(CC(=O)N3CC3)c2n1
* gap between HOMO and LUMO: 8.321 eV



> Which of these has the highest E?

C4H9NO2



> Look up the E of the fourth one.

-32872.18609 eV



> Number 2 is which compound?

C4H9NO2